{"formula": "C41H51Cl2N2O2P3S3Si2Ta", "method": "ωB97M-V/def2-TZVPD", "relative_energy_kcal_mol": 21.9, "s_squared": 0.755, "orbital_gap_ha": [0.24379, 0.27458], "fmax_ha_per_bohr": 0.02785, "lumo_ev": [-0.108, -0.091], "homo_energy_ev": [-6.74, -7.56], "spin_multiplicity": 2, "total_charge": 0, "symbols": ["Ta", "C", "Si", "C", "C", "N", "P", "C", "P", "N", "Si", "C", "C", "C", "C", "C", "C", "C", "C", "C", "C", "C", "C", "C", "C", "C", "C", "C", "C", "C", "C", "C", "C", "C", "C", "C", "C", "C", "H", "H", "H", "H", "H", "H", "H", "H", "H", "H", "H", "H", "H", "H", "H", "H", "H", "H", "H", "H", "H", "H", "H", "H", "H", "H", "H", "H", "H", "H", "H", "H", "H", "H", "H", "H", "H", "H", "C", "C", "O", "P", "S", "S", "O", "C", "C", "H", "H", "H", "H", "H", "H", "H", "H", "H", "H", "Cl", "C", "C", "C", "C", "C", "Cl", "C", "S", "H", "H", "H"], "positions_angstrom": [[0.015449, 0.159338, 0.946984], [-3.658770, -0.717751, 1.949201], [-2.905983, -1.661688, 0.553078], [-4.291784, -1.957406, -0.671799], [-2.303974, -3.275819, 1.246282], [-1.511127, -0.759041, -0.161219], [-1.270058, -0.447080, -1.782164], [0.385604, -0.053871, -2.119650], [1.586414, -1.181781, -1.552897], [1.680077, -1.239629, 0.081835], [3.122999, -1.963933, 0.869147], [4.038087, -3.252250, -0.128579], [2.647032, -2.868320, 2.427775], [4.455578, -0.700591, 1.225872], [3.194076, -0.698537, -2.296874], [3.736269, 0.559103, -1.998036], [4.951646, 0.955860, -2.538944], [5.655113, 0.106552, -3.382600], [5.136973, -1.144755, -3.677702], [3.921011, -1.543044, -3.136997], [1.263310, -2.821723, -2.239286], [1.190937, -3.926254, -1.398478], [1.031139, -5.202275, -1.927733], [0.928317, -5.373005, -3.301180], [0.957816, -4.268380, -4.146927], [1.123485, -2.998566, -3.618614], [-2.256491, 0.968789, -2.309999], [-3.356763, 1.380297, -1.568664], [-4.121054, 2.466344, -1.979786], [-3.778459, 3.151737, -3.133081], [-2.659450, 2.764882, -3.866821], [-1.896981, 1.682472, -3.455870], [-1.867336, -1.824273, -2.816925], [-1.971627, -3.114934, -2.306524], [-2.457028, -4.155954, -3.085028], [-2.831069, -3.918189, -4.400871], [-2.717659, -2.638640, -4.927259], [-2.248191, -1.595966, -4.138164], [-4.580723, -1.243912, 2.235122], [-3.913939, 0.311026, 1.680870], [-3.000936, -0.678907, 2.821435], [-5.240795, -1.773422, -0.152316], [-4.299158, -2.986306, -1.041874], [-4.265926, -1.301988, -1.544452], [-2.982245, -3.589414, 2.050545], [-1.307433, -3.169509, 1.685401], [-2.273377, -4.084187, 0.509965], [3.417068, -4.039404, -0.565540], [4.713050, -3.726495, 0.597339], [4.655462, -2.819109, -0.917359], [3.115647, -3.860728, 2.411702], [1.566275, -2.996367, 2.524904], [2.997564, -2.352246, 3.332023], [5.422920, -1.116954, 0.920240], [4.519228, -0.458977, 2.294663], [4.309927, 0.225800, 0.670246], [3.205129, 1.233636, -1.340831], [5.348896, 1.934386, -2.296824], [6.606112, 0.414957, -3.799869], [5.683089, -1.822986, -4.321554], [3.557122, -2.534188, -3.361759], [1.265443, -3.784106, -0.325823], [0.989313, -6.059867, -1.266824], [0.807716, -6.367360, -3.715868], [0.852221, -4.398932, -5.217495], [1.143896, -2.134901, -4.274403], [-3.607102, 0.880092, -0.641093], [-4.956538, 2.794836, -1.373614], [-4.365767, 4.004689, -3.449632], [-2.372722, 3.318824, -4.751572], [-0.994162, 1.408990, -3.990051], [-1.679672, -3.310415, -1.285407], [-2.539292, -5.151060, -2.663473], [-3.210183, -4.727478, -5.014923], [-3.012164, -2.442711, -5.950894], [-2.199772, -0.600196, -4.556602], [-3.784055, 5.800744, 2.292515], [-3.640718, 4.298248, 2.361871], [-3.297980, 3.762178, 1.068946], [-1.795236, 3.282053, 0.646286], [0.612109, 1.442231, -1.030907], [-1.339602, 1.783443, 2.154536], [-0.982719, 4.599114, 1.242816], [0.426799, 4.578452, 1.460682], [0.836399, 5.923356, 2.010556], [-4.004284, 6.198656, 3.287237], [-4.599216, 6.081780, 1.622624], [-2.860747, 6.252741, 1.930423], [-4.584121, 3.831622, 2.641749], [-2.888299, 3.999957, 3.094232], [0.945425, 4.372178, 0.516502], [0.672098, 3.778661, 2.161074], [0.549758, 6.725664, 1.327278], [1.921117, 5.960292, 2.150418], [0.356077, 6.101719, 2.975125], [1.932996, 1.110793, 2.129342], [1.931887, 0.543137, 3.807939], [2.866253, 1.113200, 4.647908], [2.909839, 0.683590, 5.961790], [2.025255, -0.294498, 6.387890], [1.103520, -0.840334, 5.509254], [0.031226, -2.064716, 6.124335], [1.018766, -0.439592, 4.167050], [-0.116185, -1.189423, 3.048869], [3.541490, 1.875219, 4.277447], [3.631321, 1.105999, 6.650027], [2.040154, -0.644409, 7.412488]], "atomic_forces_ev_per_a": [[-0.52, -1.08, -0.29], [-0.14, 0.22, 0.38], [0.39, 0.39, -0.28], [-0.24, -0.03, -0.16], [0.11, -0.37, 0.16], [-0.60, -0.37, -0.50], [-0.04, -0.27, 0.11], [-0.17, 0.08, 0.51], [0.32, 0.05, 0.11], [0.17, -0.01, -0.02], [-0.48, 0.23, -0.17], [0.06, -0.29, -0.33], [-0.10, -0.20, 0.34], [0.24, 0.23, 0.20], [0.09, 0.11, 0.12], [0.02, -0.09, -0.04], [-0.08, -0.04, 0.01], [-0.02, 0.00, 0.01], [-0.02, 0.02, 0.05], [-0.02, 0.03, 0.03], [-0.08, -0.07, -0.08], [-0.14, -0.06, -0.03], [-0.06, 0.06, -0.04], [-0.06, 0.01, 0.03], [-0.02, 0.01, 0.03], [-0.04, 0.01, 0.01], [-0.02, 0.17, 0.00], [-0.09, -0.03, 0.01], [0.03, -0.04, 0.00], [0.07, -0.03, -0.02], [-0.02, -0.05, 0.07], [-0.04, 0.07, 0.06], [-0.04, -0.12, 0.10], [0.08, -0.02, -0.05], [0.07, 0.07, -0.03], [0.04, -0.02, 0.03], [0.01, 0.06, 0.06], [0.00, -0.04, -0.06], [0.14, 0.08, -0.02], [-0.02, -0.07, 0.04], [-0.09, 0.04, -0.06], [0.12, -0.04, -0.08], [-0.03, 0.12, 0.04], [-0.03, -0.02, 0.02], [0.10, 0.03, -0.11], [-0.08, -0.07, -0.03], [0.01, 0.04, 0.09], [0.26, 0.10, 0.11], [-0.04, 0.08, -0.12], [-0.03, -0.04, 0.00], [-0.05, 0.16, 0.05], [0.22, -0.09, -0.01], [-0.10, -0.09, -0.15], [-0.10, 0.06, 0.07], [-0.02, 0.02, -0.17], [0.04, 0.00, 0.02], [-0.02, -0.03, -0.01], [-0.01, -0.03, 0.00], [-0.03, 0.00, 0.01], [-0.02, 0.01, 0.01], [-0.04, -0.04, -0.02], [-0.10, -0.02, -0.09], [0.00, 0.03, -0.02], [0.01, 0.04, 0.02], [0.00, 0.01, 0.05], [0.02, -0.01, 0.02], [0.01, -0.02, -0.01], [0.03, -0.03, -0.03], [0.02, -0.01, -0.01], [0.00, 0.00, 0.01], [-0.03, -0.01, -0.01], [0.09, -0.01, -0.01], [0.01, 0.04, -0.01], [0.02, 0.05, 0.04], [0.01, 0.00, 0.02], [0.02, 0.01, 0.00], [0.00, 0.11, 0.02], [0.10, -0.11, -0.09], [0.33, -0.11, 0.02], [-0.16, 0.41, 0.06], [-0.01, 0.13, -0.19], [0.07, 0.40, -0.36], [-0.18, -0.24, 0.21], [-0.06, -0.04, -0.23], [0.07, 0.11, 0.07], [-0.01, -0.02, -0.06], [0.05, -0.02, 0.01], [-0.03, -0.02, 0.03], [-0.04, -0.05, 0.02], [0.04, 0.03, -0.02], [-0.02, -0.03, -0.01], [0.00, -0.06, 0.06], [0.02, -0.07, 0.03], [-0.10, -0.01, 0.00], [0.02, 0.00, -0.06], [1.08, 0.53, 0.78], [-0.01, 0.10, -0.26], [0.03, 0.07, -0.04], [0.05, -0.01, 0.07], [-0.04, -0.04, 0.07], [-0.07, -0.09, 0.10], [0.10, 0.13, -0.13], [-0.19, -0.09, -0.01], [0.11, 0.15, -0.02], [-0.05, -0.06, 0.01], [-0.05, -0.03, -0.04], [0.00, 0.01, -0.06]]}